[1]
52
Properties=species:S:1:pos:R:3 method="wB97M-V/def2-TZVPD" total_charge=+1 spin_multiplicity=5 homo_energy_ev="-9.4 / -11.4" e_lumo_ev="-3.3 / -5.4" s2=6.06 relative_energy_ev=0.000 energy_ha=-3581.5884 orbital_gap_ev="6.17 / 6.04"
Ru -0.424 -0.118 0.381
Cl -0.332 -1.518 3.147
C 0.016 0.188 3.237
C -0.005 0.873 2.040
C 0.199 2.240 2.024
Cl 0.116 3.020 0.472
C 0.440 2.932 3.202
Cl 0.600 4.636 3.175
C 0.508 2.220 4.401
Cl 0.854 3.061 5.856
C 0.295 0.836 4.426
Cl 0.351 -0.064 5.880
C 1.497 -0.400 0.151
C 2.565 -0.350 0.761
C 3.726 -0.267 1.556
C 4.377 -1.497 2.000
C 3.664 -2.707 2.016
C 4.270 -3.884 2.419
C 5.606 -3.883 2.807
C 6.331 -2.697 2.785
C 5.728 -1.516 2.386
C 4.126 1.095 1.936
C 4.627 1.386 3.213
C 4.939 2.691 3.565
C 4.776 3.724 2.649
C 4.280 3.449 1.380
C 3.950 2.151 1.028
H 2.624 -2.711 1.711
H 3.704 -4.810 2.427
H 6.083 -4.809 3.113
H 7.380 -2.699 3.060
H 6.313 -0.606 2.327
H 4.724 0.593 3.943
H 5.301 2.904 4.562
H 5.019 4.743 2.930
H 4.140 4.252 0.666
H 3.560 1.939 0.036
N -4.673 0.411 0.340
C -3.590 0.857 0.995
N -2.494 0.354 0.479
C -2.905 -0.473 -0.577
C -2.102 -1.231 -1.425
C -2.739 -1.983 -2.385
C -4.144 -1.962 -2.490
C -4.937 -1.205 -1.651
C -4.272 -0.457 -0.682
H -5.618 0.668 0.565
H -3.636 1.541 1.833
H -1.026 -1.245 -1.372
H -2.163 -2.590 -3.077
H -4.616 -2.560 -3.262
H -6.018 -1.199 -1.753



[2]
50
Properties=species:S:1:pos:R:3 method="wB97M-V/def2-TZVPD" homo_energy_ev=-8.2 e_lumo_ev=0.2 relative_energy_ev=12.832 energy_ha=-1152.5122 orbital_gap_ev=8.45 smiles="O=C1C[C@@H](c2ccccc2)CO1.CCOC(C)=O.CCOC(C)=O"
O -2.599 -4.176 1.951
C -2.979 -4.299 0.667
C -4.380 -3.633 0.043
C -3.682 -3.137 -1.394
C -2.764 -1.869 -0.889
C -1.093 -1.911 -0.849
C -0.229 -0.628 -0.294
C -1.087 0.684 0.218
C -2.724 0.823 0.172
C -3.574 -0.491 -0.401
C -2.911 -4.590 -1.694
O -2.238 -4.981 -0.446
H -5.305 -4.375 -0.068
H -4.670 -2.802 0.821
H -4.482 -2.861 -2.220
H -0.621 -2.938 -1.222
H 0.947 -0.726 -0.256
H -0.481 1.589 0.649
H -3.303 1.779 0.522
H -4.743 -0.492 -0.479
H -2.376 -4.727 -2.726
H -3.840 -5.338 -1.702
O -0.211 2.920 -1.843
C 0.822 2.908 -2.513
O 1.627 1.822 -2.505
C 2.746 1.630 -3.390
C 3.991 2.296 -2.839
C 1.253 4.126 -3.274
H 2.506 1.958 -4.406
H 2.913 0.549 -3.447
H 3.865 3.379 -2.751
H 4.852 2.098 -3.484
H 4.211 1.921 -1.834
H 1.781 4.804 -2.599
H 0.360 4.626 -3.664
H 1.878 3.907 -4.138
O 3.742 2.767 3.149
C 2.908 1.955 3.551
O 3.186 0.633 3.546
C 2.365 -0.375 4.165
C 1.257 -0.819 3.231
C 1.540 2.409 3.966
H 1.990 -0.037 5.135
H 3.024 -1.227 4.369
H 0.581 0.005 2.986
H 0.672 -1.625 3.682
H 1.676 -1.174 2.284
H 0.911 2.512 3.078
H 1.632 3.382 4.459
H 1.057 1.750 4.684



[3]
151
Properties=species:S:1:pos:R:3 method="wB97M-V/def2-TZVPD" homo_energy_ev=-8.9 e_lumo_ev=-0.2 relative_energy_ev=0.000 energy_ha=-3046.7150 orbital_gap_ev=8.70 smiles="COC[C@H](C)N.COC[C@H](C)N.COC[C@H](C)N.COC[C@H](C)N.COC[C@H](C)N.NC(N)=O.NC(N)=O.OCCO.OCCO.OCCO.OCCO.OCCO"
C -2.813 0.593 4.438
C -2.339 1.586 3.301
O -3.170 1.433 2.136
O -2.500 -0.704 4.079
H -3.885 0.702 4.604
H -2.299 0.726 5.390
H -1.290 1.446 3.038
H -2.522 2.596 3.667
H -2.562 0.932 1.588
H -3.152 -1.242 4.535
C -0.232 2.718 -4.297
C 0.920 2.697 -5.277
O 1.978 3.524 -4.926
O 0.127 1.824 -3.212
H -1.055 2.250 -4.838
H -0.466 3.722 -3.944
H 0.544 2.938 -6.271
H 1.407 1.732 -5.415
H 2.215 3.262 -4.034
H -0.537 1.130 -3.221
C -5.067 -1.128 -0.159
C -4.689 -1.247 -1.706
O -4.983 -0.031 -2.380
O -6.414 -1.074 0.089
H -4.549 -0.315 0.350
H -4.781 -2.076 0.297
H -5.150 -2.099 -2.206
H -3.621 -1.459 -1.751
H -5.931 -0.045 -2.530
H -6.632 -1.963 0.378
C -3.485 3.023 -1.026
C -4.814 3.225 -0.264
O -4.651 3.760 1.098
O -3.672 2.532 -2.305
H -2.825 2.336 -0.495
H -2.806 3.875 -0.999
H -5.369 2.287 -0.263
H -5.457 3.936 -0.783
H -4.105 3.083 1.505
H -3.834 1.594 -2.175
C 3.155 1.338 2.497
C 3.314 -0.186 2.336
O 2.100 -0.709 1.780
O 2.956 2.082 1.321
H 4.091 1.706 2.917
H 2.407 1.466 3.279
H 3.454 -0.626 3.323
H 4.097 -0.383 1.603
H 2.122 -1.665 1.696
H 2.800 2.979 1.627
C 0.296 -1.226 -3.880
C -1.183 -1.452 -4.208
C -1.705 -2.771 -3.610
O -1.296 -3.913 -4.361
C -1.603 -5.186 -3.729
N -1.933 -0.317 -3.696
H 0.755 -0.529 -4.581
H 0.852 -2.136 -4.104
H 0.534 -0.948 -2.853
H -1.338 -1.524 -5.285
H -2.794 -2.732 -3.602
H -1.374 -2.828 -2.574
H -1.306 -5.967 -4.428
H -2.686 -5.303 -3.684
H -1.311 -5.350 -2.692
H -2.838 -0.290 -4.143
H -2.119 -0.419 -2.709
C 0.687 8.121 0.649
C 0.969 6.874 -0.291
C -0.166 5.794 -0.189
O 0.226 5.095 0.978
C -0.672 4.099 1.314
N 1.204 7.447 -1.668
H -0.241 8.650 0.431
H 1.555 8.779 0.611
H 0.654 7.742 1.670
H 1.923 6.554 0.127
H -0.295 5.121 -1.036
H -1.156 6.243 -0.274
H -0.653 3.299 0.574
H -1.687 4.497 1.315
H -0.333 3.744 2.287
H 0.484 8.053 -2.031
H 1.332 6.776 -2.412
C 1.208 -3.345 -0.567
C 2.275 -3.888 0.478
C 3.753 -3.467 0.211
O 4.667 -4.129 1.060
C 5.956 -3.471 1.208
N 1.862 -3.453 1.854
H 1.215 -3.977 -1.455
H 1.423 -2.278 -0.624
H 0.152 -3.575 -0.428
H 2.165 -4.970 0.403
H 3.923 -2.391 0.174
H 3.935 -3.741 -0.828
H 5.992 -2.536 1.767
H 6.504 -3.275 0.286
H 6.702 -4.116 1.673
H 2.636 -3.557 2.495
H 1.068 -3.979 2.191
C 0.026 -5.209 5.050
C -0.790 -4.982 3.750
C -1.019 -3.502 3.424
O -1.501 -3.285 2.088
C -2.800 -3.675 1.945
N -0.220 -5.578 2.571
H 0.929 -4.597 5.053
H 0.213 -6.282 5.035
H -0.476 -4.943 5.980
H -1.778 -5.441 3.783
H -0.102 -2.916 3.492
H -1.678 -3.000 4.133
H -3.328 -3.358 1.046
H -3.340 -3.511 2.878
H -2.778 -4.756 1.810
H -0.830 -5.241 1.840
H -0.344 -6.580 2.550
C 4.173 -1.010 -3.253
C 4.010 0.553 -3.551
C 3.362 1.293 -2.349
O 3.110 2.725 -2.620
C 2.999 3.630 -1.502
N 5.385 1.055 -3.740
H 3.196 -1.457 -3.437
H 4.640 -1.305 -2.313
H 4.784 -1.509 -4.005
H 3.374 0.639 -4.432
H 4.014 1.125 -1.492
H 2.421 0.787 -2.135
H 3.738 3.630 -0.701
H 2.019 3.553 -1.031
H 3.134 4.638 -1.895
H 5.497 1.957 -4.181
H 5.802 0.438 -4.423
C 0.887 -0.395 5.374
O 2.063 -0.212 5.707
N 0.545 -0.468 4.094
N -0.145 -0.536 6.250
H 1.250 -0.373 3.378
H -0.328 -0.818 3.727
H -1.118 -0.508 5.981
H 0.095 -0.191 7.168
C -0.889 -0.288 -0.011
O -1.899 -0.294 -0.667
N -0.692 -1.012 1.021
N 0.172 0.438 -0.164
H 0.218 -1.094 1.450
H -1.340 -1.701 1.376
H 0.899 0.403 0.536
H 0.188 1.230 -0.791



[4]
19
Properties=species:S:1:pos:R:3 method="wB97M-V/def2-TZVPD" total_charge=+1 homo_energy_ev=-14.1 e_lumo_ev=-3.0 relative_energy_ev=1.114 energy_ha=-438.8421 orbital_gap_ev=11.11
O -0.537 -0.688 -1.942
C 0.593 -0.642 -1.712
C 0.980 0.145 -0.447
N -0.297 0.301 0.285
H 1.346 -1.175 -2.187
H 1.514 -0.606 0.210
H 1.440 1.067 -0.583
H -0.725 -0.624 0.488
H -0.095 0.748 1.206
H -0.992 0.991 -0.230
H -2.676 1.560 -1.807
H -2.569 3.009 -0.969
O -2.527 2.005 -0.866
H 0.347 1.832 3.583
H 0.755 0.334 3.548
O 0.043 0.900 3.221
H 2.593 -2.660 -0.036
H 1.475 -2.945 1.102
O 1.800 -2.300 0.416